The following is a quantum chemistry calculation of the molecule C25H23N3O4, from the Open Molecules 2025 dataset.

Its energy relative to the best compared isomer or geometry (same formula, charge and spin) is 2.237 eV. As for the HOMO energy: -7.957 eV. The LUMO energy is 0.0147 Eh. Its SMILES is [H]/N=c1\c2c(ncn1CCO)Oc1c(ccc3ccccc13)[C@@H]2c1ccc(OC)c(OC)c1.

The geometry in XYZ format:
```
55
Properties=species:S:1:pos:R:3:forces:R:3:lowdin_charge:R:1
H 0.753393 1.065794 2.481525 -0.08 -0.15 -0.17 0.052
N 1.585083 0.513119 2.641876 -0.10 0.25 0.22 0.144
C 1.603978 -0.602666 2.010957 -0.22 0.02 -0.01 -0.294
C 0.609731 -1.155522 1.122298 -0.40 -0.24 -0.23 -0.029
C 0.872908 -2.333663 0.491096 0.53 0.36 0.66 -0.247
N 2.022088 -3.042768 0.686892 -0.35 -0.34 -0.48 0.165
C 2.874773 -2.554280 1.513663 -0.06 -0.15 -0.10 -0.122
N 2.734253 -1.407261 2.195510 -0.21 0.02 -0.13 0.006
C 3.759479 -0.944787 3.110611 0.55 0.37 0.14 -0.130
C 4.772564 -0.020938 2.426831 0.13 -0.12 0.20 -0.256
O 4.192074 1.111752 1.843100 -0.14 0.19 -0.08 -0.075
O 0.042396 -2.934783 -0.379700 0.12 -0.10 -0.04 0.100
C -1.177326 -2.355152 -0.619118 -0.57 0.59 0.17 -0.117
C -1.572542 -1.169657 -0.048492 0.50 -0.53 0.10 -0.094
C -2.848847 -0.658876 -0.345394 -0.35 -0.19 -0.26 -0.008
C -3.699706 -1.316341 -1.184763 0.04 0.30 0.22 -0.021
C -3.316446 -2.534687 -1.783746 0.36 -0.16 0.07 -0.163
C -4.165743 -3.244443 -2.656987 -0.02 -0.13 -0.09 -0.034
C -3.764843 -4.424820 -3.218223 -0.21 0.13 -0.01 -0.082
C -2.496009 -4.950321 -2.932138 0.21 -0.01 0.09 -0.076
C -1.646180 -4.287784 -2.090266 0.05 -0.15 -0.07 -0.009
C -2.034875 -3.069377 -1.499053 -0.05 0.06 -0.01 -0.077
C -0.656603 -0.381000 0.859122 0.21 -0.04 -0.06 -0.162
C -0.338288 0.951361 0.207102 0.10 0.12 -0.10 -0.212
C 0.504885 1.005455 -0.884994 -0.16 -0.04 0.22 -0.010
C 0.802190 2.219992 -1.485244 0.00 0.24 -0.07 0.006
C 0.254384 3.396918 -1.006664 -0.10 0.17 0.07 -0.197
O 0.482390 4.637171 -1.518124 -0.24 -0.17 0.32 -0.064
C 1.382834 4.759050 -2.590313 0.16 0.00 -0.19 -0.084
C -0.620195 3.348517 0.102312 0.05 0.25 -0.13 -0.186
O -1.121997 4.548139 0.506392 0.28 -0.17 -0.32 -0.061
C -1.979708 4.574473 1.618227 -0.15 -0.01 0.19 -0.083
C -0.901307 2.129777 0.692161 -0.03 0.12 0.01 0.018
H 3.783513 -3.115786 1.686319 0.14 0.06 0.13 0.141
H 4.277147 -1.810609 3.528989 -0.06 0.04 -0.02 0.126
H 3.249217 -0.392320 3.904437 0.13 -0.22 -0.03 0.121
H 5.514082 0.283147 3.182961 -0.04 -0.18 -0.07 0.116
H 5.299455 -0.564255 1.631532 0.00 -0.04 0.13 0.117
H 3.308491 1.239614 2.238548 0.03 -0.02 -0.08 0.043
H -3.140280 0.278036 0.105688 -0.05 0.12 0.02 0.117
H -4.676858 -0.911750 -1.403137 -0.10 0.05 -0.01 0.112
H -5.142399 -2.835580 -2.873066 -0.09 0.03 -0.03 0.111
H -4.423244 -4.961771 -3.885391 -0.07 -0.01 -0.04 0.102
H -2.194734 -5.884029 -3.383532 0.06 -0.07 -0.01 0.103
H -0.667770 -4.681427 -1.863265 0.06 -0.07 -0.01 0.116
H -1.173365 -0.191493 1.812126 0.06 0.01 -0.10 0.158
H 0.944664 0.100223 -1.276430 0.06 -0.11 -0.03 0.127
H 1.471103 2.231503 -2.330180 0.07 0.07 -0.09 0.107
H 2.380939 4.398026 -2.320952 -0.04 0.00 -0.01 0.098
H 1.029597 4.222461 -3.477654 0.02 0.01 0.04 0.096
H 1.432500 5.824097 -2.811321 0.03 -0.09 -0.02 0.094
H -1.483127 4.204003 2.521772 -0.02 0.00 -0.04 0.097
H -2.891760 3.993724 1.440575 0.05 0.01 0.01 0.096
H -2.244640 5.621034 1.759690 -0.01 -0.09 0.03 0.095
H -1.561319 2.080762 1.545835 -0.07 0.03 0.10 0.112
```
Positions in Å, forces in eV/Å.

The following is a quantum chemistry calculation of the molecule C4H4O, from the Open Molecules 2025 dataset.

Its energy relative to the best compared isomer or geometry (same formula, charge and spin) is 3.077 eV. As for the HOMO energy: -10.028 eV. The LUMO energy is 0.0315 Eh. Its SMILES is C#C[C@H]1CO1.

The geometry in XYZ format:
```
9
Properties=species:S:1:pos:R:3:forces:R:3:lowdin_charge:R:1
C 2.261257 -0.447140 0.302566 -0.41 0.11 0.12 0.118
C 1.103891 -0.150410 0.467906 0.55 -0.11 -0.59 -0.050
C -0.137967 0.213379 -0.190886 0.09 -0.10 -0.29 -0.344
C -1.546495 0.039039 0.146868 -0.20 -0.28 0.04 -0.107
O -0.932489 1.318656 0.182439 -0.02 0.22 0.10 -0.024
H 3.245797 -0.655649 -0.043425 0.17 -0.11 0.53 0.034
H 0.086328 0.167966 -1.252384 -0.25 0.18 -0.14 0.143
H -1.889330 -0.347749 1.102192 0.19 -0.01 -0.07 0.117
H -2.190993 -0.138088 -0.715277 -0.12 0.08 0.30 0.113
```
Positions in Å, forces in eV/Å.

The following is a quantum chemistry calculation of a cluster of 12 separate species, C5H35NO12 in total, from the Open Molecules 2025 dataset.

Its energy relative to the best compared isomer or geometry (same formula, charge and spin) is 0.542 eV. As for the HOMO energy: -9.714 eV. The LUMO energy is 0.0003 Eh. Its SMILES is CN(C)CCCO.O.O.O.O.O.O.O.O.O.O.O.

The geometry in XYZ format:
```
53
Properties=species:S:1:pos:R:3:forces:R:3:lowdin_charge:R:1
C -0.595500 2.112999 3.050289 0.07 0.55 0.10 -0.094
N -0.921405 1.136765 2.029839 0.06 -0.29 0.55 -0.313
C -2.292105 0.670784 2.213557 -0.07 0.04 -0.16 -0.077
C 0.024023 0.024813 2.040309 -0.12 -0.50 -0.24 -0.197
C 0.172000 -0.631582 0.672733 0.46 0.11 -0.38 -0.145
C 1.095199 -1.840878 0.719968 -0.65 -0.49 0.29 -0.206
O 0.381353 -3.076290 0.929534 0.52 -0.10 -0.17 -0.080
H -1.335323 2.915900 3.013898 0.02 -0.05 0.12 0.093
H -0.565842 1.698775 4.068740 -0.13 -0.09 -0.07 0.093
H 0.376761 2.565776 2.851540 0.04 -0.06 -0.07 0.088
H -2.495624 0.368843 3.252042 0.07 0.05 -0.06 0.095
H -2.979525 1.466568 1.920364 -0.08 -0.14 0.08 0.093
H -2.464694 -0.186892 1.569911 -0.16 -0.02 -0.11 0.076
H -0.266275 -0.755934 2.767030 -0.09 0.22 0.12 0.131
H 0.993944 0.386179 2.369607 0.19 0.12 -0.04 0.117
H -0.784548 -0.936887 0.241305 -0.08 -0.05 0.10 0.110
H 0.591199 0.080037 -0.045257 0.01 0.04 0.17 0.098
H 1.851112 -1.732243 1.497224 0.14 0.09 0.08 0.118
H 1.588634 -2.017711 -0.218515 0.30 0.26 -0.38 0.101
H -0.300431 -2.987276 1.586240 -0.34 0.22 0.50 0.085
O 4.417038 0.221050 3.041350 0.29 -0.05 0.23 -0.048
H 5.055144 -0.504132 3.107199 -0.18 0.15 -0.02 0.068
H 4.788094 0.927071 3.589541 -0.10 -0.16 -0.15 0.065
O 3.030856 -0.294685 -1.899987 -0.12 -0.23 -0.24 -0.065
H 2.488666 0.506037 -1.936632 0.10 -0.05 0.09 -0.008
H 3.651029 -0.112389 -1.179526 0.00 -0.03 0.10 0.012
O -0.946674 2.365848 -0.366516 -0.20 0.29 -1.32 -0.052
H -1.604933 1.878824 -0.895245 0.26 0.27 0.12 0.043
H -0.955395 1.960574 0.516352 -0.01 -0.50 0.85 -0.005
O -0.033200 0.545750 -3.349150 -0.02 -0.68 -0.16 -0.064
H 0.354676 -0.379437 -3.406346 -0.26 0.24 -0.03 0.038
H 0.556554 1.013808 -2.744331 0.11 0.23 0.06 0.000
O 1.041049 -1.918862 -3.218765 0.07 0.23 0.16 -0.079
H 0.452921 -2.520624 -2.701394 0.26 0.10 0.04 0.014
H 1.756901 -1.624992 -2.621902 -0.10 -0.22 -0.24 0.014
O -2.879817 -1.987462 -1.545469 0.02 -0.14 0.19 -0.061
H -3.413851 -1.659648 -0.809566 -0.05 0.03 -0.16 0.033
H -2.620534 -1.183261 -2.023990 -0.22 0.10 -0.05 0.008
O -2.490802 0.594478 -2.566055 0.50 0.13 -0.31 -0.115
H -1.493697 0.530889 -2.795340 -0.34 0.13 -0.02 0.021
H -2.882129 0.830843 -3.419621 -0.01 -0.04 0.28 0.078
O 1.453863 2.001175 -1.513381 -0.18 -0.12 0.51 -0.082
H 0.593731 2.145098 -1.022400 0.17 0.18 -0.24 0.025
H 1.649017 2.808465 -1.986793 0.01 0.36 -0.10 0.077
O 4.091653 0.953619 0.335540 0.60 -0.36 0.30 -0.066
H 3.317980 1.504541 0.208619 -0.25 0.11 0.28 0.023
H 4.189042 0.689050 1.278207 -0.38 0.41 -0.57 0.008
O -0.536244 -3.457357 -1.622907 -0.32 0.02 -0.43 -0.068
H -1.420247 -3.033064 -1.603463 0.27 -0.18 0.15 0.014
H -0.212551 -3.439320 -0.710879 -0.08 -0.06 0.16 0.005
O -4.440344 0.370852 -0.504159 -0.38 0.12 -0.52 -0.083
H -5.274633 0.349418 -1.017404 0.77 0.02 0.45 0.063
H -3.756092 0.656112 -1.145936 -0.40 -0.20 0.14 -0.002
```
Positions in Å, forces in eV/Å.

The following is a quantum chemistry calculation of the ion C4H8F2N3O with charge +1, from the Open Molecules 2025 dataset.

As for the net charge: +1. Its energy relative to the best compared isomer or geometry (same formula, charge and spin) is 0.281 eV. As for the HOMO energy: -14.847 eV. The LUMO energy is -0.1477 Eh. Its SMILES is [H]/N=C(/C)C(F)(F)/C(N)=[NH+]/O.

The geometry in XYZ format:
```
18
Properties=species:S:1:pos:R:3:forces:R:3:lowdin_charge:R:1
H -0.826601 2.356665 -1.256279 -0.12 0.53 -0.28 0.086
N -1.047333 2.260118 -0.269762 0.87 2.56 -0.96 0.232
C -1.271999 1.091090 -0.014431 -1.42 -5.13 0.91 -0.375
C -1.608417 0.562335 1.312170 -2.02 -1.01 0.16 -0.007
C -1.142544 -0.045645 -1.036018 3.96 -1.70 -1.90 -0.285
F -1.026957 0.476504 -2.265434 -1.10 -0.03 -0.60 0.102
F -1.934007 -1.167724 -1.055545 0.65 2.00 0.47 0.118
C 0.547124 -0.755270 -1.022546 -3.01 1.62 2.09 -0.124
N 0.622955 -2.045765 -0.811158 2.00 1.25 -0.80 0.245
N 1.527096 0.132977 -1.044690 -0.98 1.71 -0.33 0.022
O 2.818009 -0.311210 -0.935461 -0.28 -0.67 1.68 0.054
H -1.583748 -0.471432 1.630966 1.14 -0.60 -0.87 0.101
H -2.640838 0.678160 1.598832 -0.83 0.85 -0.47 0.109
H -1.112405 1.145950 1.969672 1.71 1.70 2.51 0.059
H -0.225777 -2.586187 -0.805630 0.07 -0.35 -0.05 0.137
H 1.590965 -2.415522 -0.819836 -1.13 -0.40 0.16 0.162
H 1.332460 1.197916 -0.833782 0.54 -2.84 -0.62 0.232
H 3.352133 -0.130827 -1.702803 -0.07 0.51 -1.09 0.130
```
Positions in Å, forces in eV/Å.

> What is the energy relative to the best compared isomer or geometry (same formula, charge and spin) in the second record?

3.077 eV

> Which of these has the lowest energy relative to the best compared isomer or geometry (same formula, charge and spin)?

C4H8F2N3O

> energy relative to the best compared isomer or geometry (same formula, charge and spin) of number 1 (C25H23N3O4)?

2.237 eV